No. 1
{"formula": "C16H19AlN4SSeTe", "method": "wB97M-V/def2-TZVPD", "total_charge": 2, "lumo_energy_ev": -6.81, "relative_energy_ev": 0.000, "e_tot_ha": -4149.77231, "homo_lumo_gap_ev": 7.897, "molar_mass_g_mol": 532.965, "symbols": ["Al", "C", "N", "C", "C", "N", "C", "S", "C", "C", "C", "C", "C", "N", "H", "H", "H", "H", "H", "H", "H", "H", "H", "C", "Te", "C", "H", "H", "H", "H", "H", "H", "Se", "C", "C", "C", "N", "C", "C", "H", "H", "H", "H"], "xyz": [[0.206, 0.431, -0.035], [-0.970, -4.156, -1.158], [0.210, -3.364, -1.517], [1.451, -3.879, -1.848], [2.264, -2.842, -2.113], [1.506, -1.685, -1.951], [0.246, -2.033, -1.574], [-1.087, -0.984, -1.266], [1.987, -0.385, -2.246], [2.840, -0.201, -3.313], [3.375, 1.061, -3.526], [3.040, 2.096, -2.666], [2.159, 1.835, -1.641], [1.623, 0.617, -1.431], [-0.681, -5.202, -1.133], [-1.752, -4.011, -1.900], [-1.327, -3.851, -0.177], [1.643, -4.937, -1.853], [3.307, -2.813, -2.372], [3.076, -1.027, -3.970], [4.045, 1.230, -4.358], [3.448, 3.089, -2.787], [1.867, 2.610, -0.943], [-0.599, 3.884, 1.230], [-1.307, 2.626, -0.336], [-3.029, 1.927, 0.706], [-0.570, 3.321, 2.157], [-1.289, 4.720, 1.302], [0.392, 4.245, 0.967], [-3.738, 2.750, 0.731], [-2.737, 1.627, 1.708], [-3.453, 1.090, 0.156], [1.223, -0.035, 1.960], [-0.492, 0.116, 2.852], [-0.710, 1.119, 3.784], [-1.957, 1.195, 4.397], [-2.958, 0.362, 4.127], [-2.728, -0.616, 3.257], [-1.517, -0.785, 2.596], [0.075, 1.812, 4.058], [-2.157, 1.963, 5.135], [-3.547, -1.303, 3.074], [-1.382, -1.616, 1.917]], "lowdin_charge": [-0.298, 0.025, -0.078, 0.026, 0.021, 0.022, -0.608, 0.821, -0.206, 0.055, 0.028, 0.013, -0.074, 0.020, 0.109, 0.109, 0.098, 0.150, 0.147, 0.139, 0.140, 0.136, 0.113, -0.337, 1.388, -0.333, 0.002, 0.030, 0.021, 0.033, -0.008, 0.026, 0.853, -0.624, -0.116, -0.117, 0.087, -0.127, -0.130, 0.111, 0.123, 0.122, 0.087]}

---

No. 2
{"formula": "C39H45N3P3Ti", "method": "wB97M-V/def2-TZVPD", "total_charge": 1, "spin_multiplicity": 3, "lumo_energy_ev": [-2.93, -3.06], "e_tot_ha": -3550.77571, "homo_lumo_gap_ev": [5.593, 7.179], "molar_mass_g_mol": 696.599, "symbols": ["Ti", "C", "C", "C", "C", "C", "C", "C", "P", "C", "C", "C", "C", "C", "C", "C", "C", "C", "C", "C", "C", "C", "C", "H", "H", "H", "H", "H", "H", "H", "H", "H", "H", "H", "H", "H", "H", "H", "H", "H", "H", "H", "H", "C", "P", "C", "C", "C", "P", "C", "C", "H", "H", "H", "H", "H", "H", "H", "H", "H", "H", "H", "H", "H", "H", "H", "H", "N", "C", "C", "C", "C", "C", "C", "N", "C", "C", "C", "C", "N", "C", "C", "H", "H", "H", "H", "H", "H", "H", "H", "H"], "xyz": [[-1.316, -1.033, 0.149], [-0.514, 1.871, 3.183], [-0.993, 3.080, 2.434], [-0.843, 4.342, 3.002], [-1.247, 5.479, 2.329], [-1.793, 5.379, 1.058], [-1.944, 4.136, 0.475], [-1.555, 2.984, 1.161], [-1.835, 1.373, 0.341], [-1.512, 1.772, -1.414], [-2.499, 1.537, -2.372], [-2.209, 1.634, -3.720], [-0.919, 1.935, -4.121], [0.058, 2.189, -3.175], [-0.220, 2.137, -1.815], [0.856, 2.522, -0.846], [-3.635, 1.184, 0.504], [-4.460, 2.160, 1.053], [-5.785, 1.876, 1.332], [-6.275, 0.598, 1.114], [-5.462, -0.374, 0.565], [-4.139, -0.101, 0.213], [-3.303, -1.119, -0.450], [-0.781, 1.941, 4.235], [0.574, 1.803, 3.121], [-0.952, 0.956, 2.768], [-0.396, 4.429, 3.982], [-1.135, 6.447, 2.794], [-2.101, 6.267, 0.525], [-2.369, 4.044, -0.516], [-3.512, 1.332, -2.055], [-2.988, 1.482, -4.451], [-0.677, 2.000, -5.170], [1.057, 2.448, -3.492], [1.808, 2.085, -1.141], [0.633, 2.215, 0.176], [0.977, 3.604, -0.855], [-4.071, 3.142, 1.279], [-6.428, 2.642, 1.738], [-7.295, 0.357, 1.374], [-5.863, -1.361, 0.380], [-3.149, -0.883, -1.520], [-3.817, -2.090, -0.398], [-0.076, -4.020, -2.039], [-1.172, -3.406, -0.700], [-2.666, -4.415, -1.057], [-0.483, -4.319, 0.759], [-1.232, -3.945, 2.038], [-1.118, -2.127, 2.393], [-2.423, -1.957, 3.671], [0.431, -2.077, 3.389], [-0.051, -5.110, -2.038], [0.932, -3.625, -1.920], [-0.479, -3.673, -2.992], [-2.382, -5.440, -1.301], [-3.186, -3.973, -1.907], [-3.338, -4.415, -0.199], [0.578, -4.050, 0.845], [-0.551, -5.398, 0.584], [-0.836, -4.505, 2.893], [-2.295, -4.193, 1.939], [-2.448, -2.828, 4.323], [-3.389, -1.840, 3.179], [-2.231, -1.069, 4.273], [0.367, -2.765, 4.234], [0.600, -1.066, 3.764], [1.280, -2.362, 2.762], [5.308, -0.625, -2.382], [6.596, -0.326, -2.022], [7.820, -0.469, -2.655], [8.935, -0.034, -1.965], [8.842, 0.537, -0.692], [7.633, 0.675, -0.051], [6.496, 0.223, -0.717], [5.199, 0.216, -0.315], [4.507, -0.292, -1.315], [3.091, -0.463, -1.223], [2.187, -0.690, -2.279], [0.839, -0.783, -2.019], [0.324, -0.717, -0.772], [1.194, -0.483, 0.246], [2.533, -0.342, 0.074], [5.021, -1.058, -3.243], [7.900, -0.890, -3.646], [9.908, -0.135, -2.420], [9.742, 0.878, -0.205], [7.550, 1.120, 0.926], [2.529, -0.768, -3.300], [0.115, -0.914, -2.819], [0.733, -0.378, 1.232], [3.197, -0.124, 0.896]], "lowdin_charge": [0.326, -0.060, -0.272, -0.035, -0.060, -0.064, -0.095, -0.327, 1.074, -0.317, -0.083, -0.069, -0.071, -0.053, -0.287, -0.028, -0.310, -0.066, -0.076, -0.071, -0.045, -0.335, -0.288, 0.088, 0.091, 0.018, 0.117, 0.109, 0.110, 0.118, 0.108, 0.109, 0.107, 0.120, 0.079, 0.053, 0.105, 0.097, 0.105, 0.107, 0.111, 0.067, 0.036, -0.249, 0.844, -0.248, -0.398, -0.398, 0.822, -0.234, -0.240, 0.051, 0.035, 0.049, 0.051, 0.051, 0.041, 0.083, 0.092, 0.092, 0.080, 0.054, 0.045, 0.045, 0.057, 0.039, 0.044, 0.174, -0.186, -0.020, -0.083, -0.085, -0.010, -0.228, 0.176, -0.284, -0.126, 0.015, -0.127, -0.137, -0.172, 0.008, 0.160, 0.110, 0.105, 0.104, 0.112, 0.120, 0.133, 0.072, 0.119]}